{
  "formula": "C11H6AsFN2S6Sn",
  "method": "ωB97M-V/def2-TZVPD",
  "elements": ["C", "H", "S", "N", "C", "S", "S", "H", "C", "C", "S", "N", "H", "S", "H", "C", "C", "C", "C", "H", "C", "Sn", "F", "H", "As", "S", "C", "C"],
  "coordinates": [[0.0254, 1.5901, -0.7745], [0.7118, 2.0606, -1.4833], [-1.8138, 3.0923, 2.7958], [3.8024, -3.6067, -0.1490], [2.3566, -1.6187, 0.6491], [-0.4540, 5.5489, 0.5214], [-2.6706, 4.9857, 3.3431], [0.4719, -2.5010, -2.9929], [-0.4783, 0.2869, -1.2561], [0.8254, -3.2127, 1.5958], [0.9006, 5.2632, 3.9212], [0.4933, -4.2937, 1.8144], [-2.3916, 0.4920, -0.3128], [0.1269, -0.6615, 2.0047], [1.3259, -0.2925, -2.2621], [1.2071, -1.8534, 1.3383], [0.3134, -0.5841, -2.0117], [-1.4321, -2.2018, -2.0751], [-0.1524, -1.8261, -2.4216], [-3.2429, -1.7184, -1.0522], [3.1421, -2.7294, 0.2012], [1.1877, 1.5615, 1.1625], [-1.9044, -3.4163, -2.4871], [-0.7848, 2.2967, -0.5792], [-0.5705, 4.9275, 2.5014], [3.0191, -0.0536, 0.2527], [-1.7643, -0.1507, -0.9198], [-2.2500, -1.3848, -1.3242]],
  "atomic_forces_ev_per_a": [[0.0, 0.0, 0.0], [0.0, 0.0, 0.0], [0.0, 0.0, 0.1], [0.0, 0.0, -0.1], [-0.2, 0.1, 0.0], [0.0, 0.0, 0.0], [0.0, 0.0, -0.1], [0.0, 0.0, 0.0], [-0.1, 0.0, 0.0], [-0.1, -0.1, -0.1], [0.0, 0.0, 0.0], [0.0, 0.0, 0.0], [0.0, 0.0, 0.0], [0.1, 0.1, 0.1], [0.0, 0.0, 0.0], [0.1, 0.1, -0.1], [0.0, 0.0, 0.0], [0.0, 0.0, 0.0], [0.0, 0.0, 0.0], [0.0, 0.0, 0.0], [0.0, -0.1, 0.0], [-0.1, -0.2, -0.1], [0.0, 0.0, 0.0], [0.0, 0.0, 0.0], [-0.1, 0.1, 0.0], [0.0, 0.1, 0.1], [0.0, 0.0, 0.0], [0.0, 0.0, 0.0]],
  "lowdin_charge": [-0.376, 0.041, -0.107, 0.129, -0.765, -0.154, -0.093, 0.110, -0.366, -0.307, -0.161, 0.135, 0.112, 0.496, 0.092, -0.752, -0.070, -0.299, -0.026, 0.108, -0.314, 0.650, 0.010, 0.022, -0.472, 0.458, -0.070, -0.030],
  "lumo_energy_ev": 4.37,
  "charge": -2,
  "e_tot_ev": -148887.2830,
  "e_homo_ev": -1.967,
  "homo_lumo_gap_ha": 0.233,
  "de_lowest_kcal_mol": 2.7
}